Entry 1:
93
Properties=species:S:1:pos:R:3 method="wB97M-V/def2-TZVPD" energy_ev=-99480.827 orbital_gap_ha=0.2969 smiles="NCCCCCC1=C(CCCI)C(=O)C(C(F)(F)C(F)(F)C(F)(F)C(F)(F)F)=C(CCCCOC=O)C1=O.CCOC(=O)C(F)(F)F.CCOC(=O)C(F)(F)F" de_lowest_ev=0.000
C 0.48 1.87 2.50
H -1.29 -3.22 -3.09
F -3.11 2.46 4.26
O 4.63 -3.05 -0.10
F -5.94 4.47 2.21
F -5.65 1.90 2.51
C 1.70 -1.12 1.13
F -3.17 5.14 4.17
H -2.03 -0.73 -1.17
C -0.59 1.03 0.51
C 1.57 2.21 3.48
C -1.73 1.76 -8.49
H 5.04 -5.23 -1.19
F -3.15 3.11 -9.86
C -0.85 2.51 2.74
H -1.77 -1.62 0.34
I 3.69 5.66 1.65
H -2.10 2.08 -5.61
C -1.99 2.45 -9.86
H 2.43 -3.33 2.32
O -0.93 3.58 3.30
H 0.96 -2.93 4.97
F -3.77 0.62 3.36
F -2.99 4.98 2.00
F -4.29 2.82 1.09
H -3.62 0.77 -0.14
H -4.23 -3.62 -1.91
H -3.86 1.91 -5.74
H 0.15 -1.38 2.62
C -2.06 1.77 2.26
H 2.66 -1.56 5.41
H -2.51 -3.61 -1.45
H 1.32 4.51 1.52
H 2.38 1.48 3.38
C 2.15 3.63 3.33
H -3.94 -2.60 0.29
C 1.87 -3.17 4.40
C -3.68 -2.00 -0.59
O -0.66 1.78 -7.96
C 0.62 1.12 1.40
H 2.74 0.78 1.37
H -3.55 -0.30 -6.88
C -4.93 4.03 2.99
C 6.12 -5.13 -1.02
C -3.85 5.16 3.02
C -3.34 1.87 3.07
H 3.60 -2.07 4.19
O 6.32 -4.50 0.27
C -3.37 -2.98 -1.71
H 2.66 -1.59 0.90
C -2.74 0.43 -6.83
C -3.01 0.15 0.53
H 1.16 2.12 4.49
H 2.07 -4.23 4.58
H -4.56 -1.40 -0.88
C 5.85 -2.95 1.97
H 6.68 -4.88 -3.07
H 0.73 -3.62 2.66
H -1.79 -0.10 -6.79
H -3.69 -0.20 1.31
H 6.34 -3.36 -2.24
C 1.58 -2.97 2.91
H 2.59 3.30 1.21
O -2.83 1.15 -8.09
H -2.92 0.78 -4.74
C 1.23 -1.52 2.53
O -3.10 -2.26 -2.93
F -1.02 3.31 -10.14
F -4.43 6.35 2.88
F -2.04 1.52 -10.83
H 1.52 4.34 3.88
H 1.90 0.57 -0.17
C -1.94 1.00 1.17
F 5.28 -1.76 2.16
C 1.83 0.40 0.91
H 6.55 -6.12 -0.91
F 5.37 -3.79 2.90
C -1.86 -2.33 -3.43
H 0.98 -1.50 0.38
H 1.69 -0.85 3.27
F 7.16 -2.83 2.16
C 2.25 4.09 1.88
O -1.43 -1.54 -4.20
C 6.79 -4.35 -2.12
C -2.92 1.36 -5.66
C -2.51 -1.07 -0.26
H 7.85 -4.23 -1.91
H 3.14 3.65 3.79
O -0.50 1.01 -0.69
C -4.54 2.65 2.40
C 5.52 -3.49 0.56
N 2.99 -2.39 4.93
F -5.41 3.86 4.23



Entry 2:
25
Properties=species:S:1:pos:R:3 method="wB97M-V/def2-TZVPD" energy_ev=-35215.589 total_charge=-1 orbital_gap_ha=0.1669 de_lowest_ev=1.578
O -2.72 1.05 0.63
C 1.84 1.61 -1.31
N 2.00 2.45 -4.65
C 1.51 2.16 -3.63
H -0.68 -0.77 1.99
F -0.91 -4.05 3.61
N 2.54 1.14 0.77
C -1.41 -3.94 2.35
N -1.01 -1.66 2.37
H -0.25 0.64 1.22
C -0.77 -2.66 1.56
C -0.89 1.27 -0.79
O -3.06 1.60 -1.47
F -2.77 -3.81 2.43
O 3.63 1.45 -0.11
C -0.45 1.65 -2.09
H -1.19 1.83 -2.87
O 2.75 0.89 1.94
N 3.18 1.75 -1.41
C 1.38 1.22 -0.03
F -1.14 -5.09 1.69
O -0.23 -2.83 0.46
C 0.04 0.98 0.23
C 0.91 1.81 -2.38
N -2.30 1.30 -0.52



Entry 3:
29
Properties=species:S:1:pos:R:3 method="wB97M-V/def2-TZVPD" energy_ev=-101178.202 total_charge=-2 orbital_gap_ha="0.1507 / 0.1505" spin_multiplicity=5
H 0.19 3.42 -2.95
O -1.39 1.41 -1.18
Cl -4.85 1.46 0.13
C -1.14 1.86 -3.83
C -2.47 2.11 -1.04
Cl -3.26 3.75 0.96
O -3.02 2.81 -1.89
H -0.74 -1.69 -2.51
C -3.21 2.08 0.37
C 0.91 -1.71 0.44
H 1.82 -1.82 -1.62
H -2.35 -1.86 -0.34
C -0.45 -1.81 0.86
H -2.13 2.19 -3.57
Cl 2.22 1.22 -0.68
Fe 0.20 0.41 -0.79
C 0.95 -1.68 -1.00
C 0.09 2.51 -3.52
H -0.79 -2.08 1.85
Cl -2.32 1.00 1.49
C 0.57 0.61 -4.74
H -1.60 -0.02 -4.94
C -0.85 0.68 -4.58
C -1.27 -1.73 -0.31
C -0.43 -1.67 -1.46
H 1.81 -1.81 1.05
H 1.10 -0.16 -5.29
C 1.15 1.74 -4.09
H 2.20 1.99 -4.03



Entry 4:
20
Properties=species:S:1:pos:R:3 method="wB97M-V/def2-TZVPD" energy_ev=-19160.337 total_charge=+1 orbital_gap_ha="0.3439 / 0.3135" spin_multiplicity=2
C -0.57 -1.22 2.74
H -0.78 -1.84 1.86
O -4.63 0.19 -0.84
H -5.23 -3.10 0.95
C -4.96 -2.25 1.58
H -4.70 -1.38 3.48
O 0.64 0.79 1.46
O 2.60 0.00 2.19
C -5.15 -0.94 -0.37
H 2.97 0.53 1.47
Cs -2.28 1.73 0.69
H -4.75 -3.26 3.39
C 1.29 0.05 2.17
H -4.94 0.37 -1.74
C -1.47 -0.81 3.60
O 0.79 -0.93 2.91
O -4.69 -1.07 0.88
O -5.88 -1.69 -0.94
C -4.68 -2.30 2.89
H -1.53 -0.22 4.51



Entry 5:
18
Properties=species:S:1:pos:R:3 method="wB97M-V/def2-TZVPD" energy_ev=-11951.482 orbital_gap_ha=0.3470 smiles="C/C=C1/CN[C@@H]1C(=O)O" de_lowest_ev=1.836
C 1.46 -0.86 -0.09
H 2.97 0.27 -1.20
H -0.76 -1.52 1.98
H -3.20 0.54 -1.54
H 0.02 1.86 0.23
H 1.34 0.39 -1.80
C 2.05 -0.29 -1.36
C -0.18 -0.60 1.93
N -1.01 0.61 1.72
O -2.78 0.45 -0.65
H 1.94 -1.75 0.28
C -0.48 0.86 0.33
H -2.00 0.34 1.70
C -1.48 0.77 -0.89
C 0.43 -0.29 0.62
O -1.04 0.89 -2.01
H 0.48 -0.56 2.82
H 2.24 -1.12 -2.07



Entry 6:
57
Properties=species:S:1:pos:R:3 method="wB97M-V/def2-TZVPD" energy_ev=-44263.080 orbital_gap_ha=0.3106 smiles=Cc1oc(-c2cccs2)nc1CN1CCC(CO)(CCOc2ccccc2)CC1 de_lowest_ev=2.233
H -0.01 -2.17 0.61
C 2.44 3.44 -6.21
H -0.14 1.33 -5.66
C 0.74 0.10 -0.86
C -3.99 0.37 3.55
H -2.94 0.15 0.27
H 0.56 0.92 -1.56
H 0.50 3.20 -7.09
H 3.64 1.53 -3.69
C 0.20 -1.16 5.41
C -1.46 0.78 2.98
H -1.79 -0.98 1.00
H 2.71 4.27 -6.85
C 1.20 2.85 -6.34
H 0.93 1.49 0.77
C 0.83 1.78 -5.53
C 0.35 0.60 0.53
C 2.16 -2.13 6.52
C 0.21 -1.51 -2.76
C -2.51 0.25 3.68
C -1.58 -0.74 -1.14
C 3.32 2.97 -5.25
H -0.40 -3.19 -0.78
C 0.22 -0.39 -3.79
H -1.83 0.03 -1.87
C -0.66 -0.45 4.53
C 0.99 -2.51 7.11
H 1.19 -1.99 -2.78
C 0.22 -2.36 -0.44
C -1.90 -0.18 0.25
C -1.45 1.65 1.76
C 2.97 1.91 -4.44
O 1.55 -2.81 -0.57
H 0.93 -3.15 7.97
H -0.59 0.33 -3.62
H -1.15 -2.12 6.78
H -4.23 1.13 2.80
C -0.13 -1.95 6.47
H 0.09 -0.82 -4.79
N -0.30 0.32 3.54
S 1.92 -1.10 5.17
H -2.46 2.06 1.61
H 3.16 -2.41 6.80
O 1.47 0.27 -3.73
O -2.01 -0.53 4.67
C -0.10 -1.11 -1.30
H 0.58 -0.15 1.30
H 1.80 -0.13 -0.89
H -0.53 -2.25 -3.07
H -4.42 0.66 4.50
N -1.06 0.96 0.54
C 1.72 1.31 -4.57
H 2.14 -2.12 -0.26
H -0.76 2.48 1.92
H 4.29 3.43 -5.14
H -2.21 -1.61 -1.33
H -4.42 -0.58 3.25



Entry 7:
73
Properties=species:S:1:pos:R:3 method="wB97M-V/def2-TZVPD" energy_ev=-67896.809 orbital_gap_ha=0.3650 smiles="CCOP(=O)(OCC)OCC.CCOP(=O)(OCC)OCC.C[N+](=O)[O-].C[N+](=O)[O-].C[N+](=O)[O-]" de_lowest_ev=0.060
C -11.36 9.55 12.67
C -13.46 8.19 16.56
H -10.47 5.43 15.54
C -5.75 11.85 15.06
H -15.21 8.98 17.59
O -9.83 2.85 17.33
C -14.62 9.14 16.68
O -4.75 11.13 15.82
P -3.22 11.55 15.74
H -7.26 6.75 14.23
H -14.33 10.19 16.77
H -4.73 9.09 11.79
N -10.53 3.73 16.87
C -10.56 10.25 13.78
H -5.14 8.77 10.16
H -7.09 11.73 16.75
H -12.26 10.14 12.48
C -6.67 12.48 16.08
H -12.68 8.21 17.33
H 0.43 10.33 13.69
H -1.34 12.39 13.85
H -14.59 5.66 14.72
H -15.30 8.92 15.86
H -3.22 15.84 15.77
H -14.20 5.25 12.14
H -14.82 3.92 12.99
C -6.77 7.21 15.09
C -13.94 4.57 12.95
H -6.09 13.18 16.70
N -7.88 8.04 15.62
H -1.79 11.28 12.57
N -6.62 8.29 11.47
H -5.27 12.45 14.29
O -14.24 8.11 13.34
H -5.85 7.76 14.95
H -6.35 11.11 14.53
C -5.17 8.33 11.16
H -1.90 14.20 16.84
H -9.70 9.60 13.94
O -7.73 9.25 15.48
O -3.23 13.16 15.56
H -4.72 15.32 16.53
H -6.60 6.44 15.85
O -7.31 7.29 11.46
C -3.64 15.33 16.65
H -13.16 3.87 12.64
O -11.64 4.02 17.28
O -8.88 7.55 16.07
O -2.83 11.08 14.28
H -3.44 13.42 17.51
C -0.58 10.30 14.12
H -4.80 7.32 11.31
C -2.96 13.99 16.71
C -9.97 4.49 15.75
H -0.98 9.30 13.96
O -11.64 8.23 13.16
H -13.31 4.53 15.03
O -7.13 9.39 11.59
O -2.34 11.05 16.81
P -12.95 7.79 13.94
H -10.05 3.85 14.88
H -13.77 7.14 16.58
C -13.69 5.22 14.28
H -8.94 4.77 15.98
O -12.67 6.23 14.10
H -11.11 10.42 14.70
H -10.24 11.26 13.49
H -3.30 16.07 17.38
C -1.56 11.34 13.64
H -10.82 9.44 11.73
H -7.51 13.05 15.68
O -12.63 8.39 15.40
H -0.49 10.32 15.21



Entry 8:
14
Properties=species:S:1:pos:R:3 method="wB97M-V/def2-TZVPD" energy_ev=-25379.711 orbital_gap_ha=0.3305 smiles=CCN.SS de_lowest_ev=1.003
H 0.16 0.04 0.18
C -0.47 -0.42 -0.64
H -1.48 -2.29 -0.79
H -1.28 0.19 -1.05
H 1.42 -0.39 -1.28
H 1.29 0.84 2.10
N 0.52 -0.68 -1.64
H 0.45 -0.10 -2.48
C -1.01 -1.65 0.03
S 0.42 1.75 2.57
H -1.81 -1.37 0.79
S 0.36 2.92 0.76
H 1.62 3.42 0.90
H -0.18 -2.24 0.54



Entry 9:
53
Properties=species:S:1:pos:R:3 method="wB97M-V/def2-TZVPD" energy_ev=-85899.284 orbital_gap_ha=0.3222 smiles="Cc1nn(Cc2ccc(Cl)cc2Cl)c(C)c1NC(=O)c1ccc(COc2cc(Cl)ccc2Cl)o1"
H 4.66 1.98 -0.69
C 2.09 0.17 -2.03
C -7.03 -3.57 0.81
N 0.45 -0.40 -0.27
Cl -6.12 -5.96 1.67
H 4.96 6.60 0.98
C -5.63 -1.95 -0.24
O -1.07 -2.51 0.46
C 4.72 2.99 -0.32
H -0.02 3.32 -0.23
C 3.87 3.95 -0.85
C 0.12 -0.44 1.05
C 4.90 5.59 0.62
C 2.25 -1.17 -2.65
C 2.88 3.57 -1.92
C 1.45 1.88 -0.74
H -2.30 -4.33 -0.80
C 1.27 0.52 -0.93
C -0.72 -1.59 1.40
C -1.82 -3.45 1.08
C 5.65 3.30 0.66
C -4.53 -2.79 -0.12
H -1.78 -5.50 0.45
H 1.57 3.62 0.48
C -1.96 -3.15 2.41
C -6.88 -2.33 0.22
H 0.19 -1.20 -0.83
Cl 2.97 6.51 -0.99
H 0.55 2.32 1.11
H -2.51 -3.71 3.13
H -1.13 -1.40 3.53
C -1.25 -1.95 2.61
C -5.94 -4.41 0.94
O 0.46 0.38 1.88
C 0.85 2.85 0.21
H 2.07 4.31 -1.95
H -7.99 -3.89 1.17
O -3.68 -4.94 0.64
H 2.58 -1.90 -1.91
C -2.36 -4.58 0.27
N 2.33 2.26 -1.70
H 3.37 3.54 -2.89
Cl 6.87 5.01 2.35
H 6.30 2.54 1.07
H -3.58 -2.45 -0.49
C 3.98 5.25 -0.37
H 3.00 -1.11 -3.44
N 2.72 1.24 -2.47
H 1.31 -1.51 -3.09
C 5.73 4.60 1.13
Cl -5.42 -0.40 -0.98
C -4.67 -4.03 0.47
H -7.72 -1.66 0.12



Entry 10:
80
Properties=species:S:1:pos:R:3 method="wB97M-V/def2-TZVPD" energy_ev=-68225.970 total_charge=-1 orbital_gap_ha=0.1434
O -2.60 -2.02 -7.00
H -0.35 -2.75 4.52
C -0.20 -1.97 3.78
C -0.50 -0.62 -4.57
H -2.13 -1.78 -2.22
H 0.97 -0.81 5.25
C -3.61 -1.09 -8.91
O 1.71 -2.39 2.46
O 1.05 -3.75 7.35
C 4.38 -4.81 7.89
H -2.45 1.70 2.49
O -1.36 0.75 -0.02
C -0.30 -1.59 -1.17
H 2.44 6.65 -3.43
H -1.44 -0.19 -2.36
H 1.15 -0.08 -1.60
C -2.41 -1.09 -7.97
H -2.38 5.36 3.88
H -4.20 3.79 3.87
H 5.23 -5.33 7.45
C -0.01 0.71 -0.04
H 1.79 3.48 -0.88
C 4.44 -3.30 7.69
C -2.18 4.40 3.40
H -5.40 -2.38 -8.70
H -3.56 -3.68 -7.73
O -2.29 4.59 1.98
H 2.54 -5.99 7.72
H 0.34 -2.40 -1.51
O 4.80 6.16 -2.14
C 3.81 5.49 -2.22
H 5.00 -2.79 8.47
H 3.13 -5.33 6.17
C 2.15 -1.69 3.63
C 3.04 -5.15 7.25
C 2.24 -3.88 7.45
O -2.93 3.36 0.22
H -2.97 2.78 4.65
C -3.21 2.48 2.47
C -4.67 -1.83 -8.10
C 2.69 5.60 -3.25
H 2.56 -2.42 4.33
H -1.58 1.68 0.10
N -0.55 -1.66 -3.62
O 3.54 4.49 -1.37
C 0.91 -1.00 4.18
H -3.89 -0.08 -9.16
C -2.82 3.49 1.40
O 0.63 1.58 0.52
C 1.56 4.81 -2.61
H -4.26 -2.97 -6.27
C -3.22 3.33 3.74
H 4.35 -5.04 8.95
H -0.87 -1.98 -0.33
C 0.62 -0.46 -0.73
O -1.43 -0.42 -8.05
H 4.85 -3.02 6.72
H 0.88 4.34 -3.32
O -0.22 -3.23 1.68
C 0.35 0.56 -4.07
H 1.38 -0.84 -0.05
H 2.60 2.91 -2.34
H -5.21 -1.13 -7.47
C 2.32 3.80 -1.77
Cl -0.67 2.08 -3.58
H -1.17 4.09 3.63
H 3.04 5.15 -4.18
H 2.93 -0.99 3.35
H 0.03 -0.97 -5.45
C -3.81 -2.74 -7.23
C -1.18 -1.25 -2.38
H -3.33 -1.63 -9.81
H 0.76 -0.05 3.67
O 3.07 -2.86 7.75
C 0.36 -2.61 2.52
H -1.14 -1.47 3.56
H 0.98 5.46 -1.96
H -1.47 -0.23 -4.92
O 1.53 0.63 -3.88
H -4.18 2.04 2.24



Entry 11:
31
Properties=species:S:1:pos:R:3 method="wB97M-V/def2-TZVPD" energy_ev=-18270.224 orbital_gap_ha="0.3267 / 0.2886" de_lowest_ev=9.799
O 0.75 1.07 1.10
C -3.42 3.55 -0.98
H -1.22 -1.38 0.89
H 1.33 -1.53 -3.40
C 2.26 -0.97 1.14
C 1.99 -2.19 1.93
H -4.38 3.30 -1.48
C 0.44 0.52 -0.14
H 1.92 -1.85 2.97
C -0.23 -1.30 1.51
C 0.82 -0.32 1.00
C 0.50 -2.60 1.57
H 2.58 -3.00 1.80
H 2.77 -1.34 0.28
H 0.47 -2.90 0.54
O 0.89 0.38 -2.58
H -2.96 4.48 -1.36
H -0.58 -0.92 2.49
H 1.12 -1.47 -1.62
H -3.93 1.35 0.90
H 0.30 -3.60 2.12
C -2.66 1.27 -0.55
C 1.07 1.13 -1.36
H 0.50 2.15 -1.50
O -2.49 2.38 -1.16
C 1.43 -0.91 -2.50
H -3.47 3.72 0.09
H 2.11 1.29 -1.09
H 2.95 -0.25 1.49
H 2.53 -0.74 -2.42
N -3.37 0.71 0.34